The ion C4H9N3 with charge +2 in a non-equilibrium geometry. Source: OMol25; level of theory: the ωB97M-V functional and the def2-TZVPD basis.

Cartesian coordinates (Å):
C: 0.1029 -2.0595 0.3822
C: -1.8597 1.2363 0.6361
C: -0.5940 1.1727 0.4315
C: 1.4775 0.6782 -0.7225
N: -0.1604 -0.9764 -0.0322
N: 0.0701 -3.0904 1.0699
N: 0.0859 0.2488 -0.5451
H: -2.1310 2.1122 1.2485
H: -2.4836 0.4789 0.1134
H: 0.1777 1.8733 0.9262
H: 2.0103 0.7663 0.1641
H: 2.1173 0.0266 -1.3595
H: 1.3419 1.7558 -1.0595
H: 0.7210 -3.8891 1.0155
H: -0.4954 -2.9840 1.8737
H: -0.4254 0.1400 -1.5743

Cartesian forces (eV/Å) of the 6 atoms listed first:
5.3322 -2.9561 -2.9509
-1.4634 -0.2982 -0.5268
3.3630 2.7413 0.6226
1.2555 1.4911 -2.6737
-4.0626 3.3090 1.1095
-0.3854 -1.2394 1.5182

HOMO level (alpha / beta) = -16.70 / -19.65 eV
spin multiplicity = 3
LUMO energy (alpha / beta) = -8.2 / -14.4 eV
charge = +2
frontier orbital gap (alpha / beta) = 8.456 / 5.300 eV

---

A structure of composition C4H9N3O in a non-equilibrium geometry. Source: OMol25; level of theory: the ωB97M-V functional and the def2-TZVPD basis.

Cartesian coordinates (Å):
C: -1.0888 -0.3389 -0.5683
C: -1.3401 -1.4918 0.3584
C: 0.8640 0.3243 1.2914
N: 1.3977 0.8699 2.3909
C: 1.2209 0.3182 -2.1062
O: -1.8443 0.7474 -0.2504
N: 1.2306 0.8225 0.1385
N: 0.6797 0.2842 -0.9279
H: -1.7094 1.4417 -0.9081
H: -1.1890 -0.6351 -1.6139
H: 1.1584 0.4974 3.2925
H: 2.0434 1.6538 2.3709
H: -2.3329 -1.9094 0.1459
H: -1.3190 -1.1500 1.3910
H: -0.5837 -2.2618 0.2234
H: 0.5978 0.1133 -2.9655
H: 2.2148 0.7142 -2.2627

Cartesian forces (eV/Å) of the 6 atoms listed first:
0.4867 0.2869 -1.7622
0.4106 0.2089 0.4530
-1.2853 -1.3235 1.0437
0.3108 0.3661 -0.4802
-1.0870 0.1881 0.6291
0.6781 -0.0943 0.1057

HOMO level = -6.67 eV
LUMO energy = 0.7 eV
frontier orbital gap = 7.359 eV

---

An isolated molecule of C4H9N3O in a non-equilibrium geometry. Source: OMol25; level of theory: the ωB97M-V functional and the def2-TZVPD basis.

Cartesian coordinates (Å):
C: -0.9940 1.1381 -1.6852
C: 0.2806 -0.6639 -0.7932
C: 0.9934 -1.6840 -1.2628
C: -0.9479 -0.1924 1.3673
H: -1.7785 1.0644 -0.9444
H: -1.2359 0.5489 -2.4907
H: -0.7239 2.1672 -2.0236
H: 1.8697 -1.4451 -1.8813
H: 0.9257 -2.7732 -1.0500
H: -1.8633 -0.4936 1.9198
H: -0.3503 0.7940 3.0128
H: 1.4996 1.0843 0.8128
H: 1.6728 -0.4626 1.8762
N: -0.7490 -0.8603 0.2551
N: -0.1538 0.5158 2.1264
N: 1.2039 0.5043 1.7512
O: 0.3509 0.7579 -0.9902

Cartesian forces (eV/Å) of the 6 atoms listed first:
3.0718 2.4157 2.4929
-2.0275 1.2148 4.4235
1.3976 0.2708 -0.9562
-1.7618 -3.8440 -1.8313
-0.0365 0.3444 0.1183
-0.0373 -1.6853 -1.8708

HOMO level = -8.15 eV
LUMO energy = 0.9 eV
frontier orbital gap = 9.089 eV
SMILES string = C=C(/N=C\NN)OC

---

An isolated molecule of C4H9N3O in a non-equilibrium geometry. Source: OMol25; level of theory: the ωB97M-V functional and the def2-TZVPD basis.

Cartesian coordinates (Å):
C: -1.5653 -0.0877 0.6526
C: 0.0228 -0.2138 -1.1630
C: 1.5183 0.1437 -1.2148
C: 1.9301 0.0518 0.3264
H: -1.0544 1.0550 2.4192
H: -2.6672 0.6461 2.1710
H: -2.1727 -1.0756 -0.8697
H: -0.1751 -1.1480 -1.6212
H: -0.7133 0.4630 -1.7606
H: 1.5633 1.1295 -1.6305
H: 2.1004 -0.5348 -1.8305
H: 2.7514 0.6586 0.7378
H: 2.0975 -1.1014 0.6794
N: -1.6665 0.4724 1.9383
N: -2.4572 -0.6809 -0.0521
N: -0.2292 -0.2830 0.2836
O: 0.7171 0.5053 0.9343

Cartesian forces (eV/Å) of the 6 atoms listed first:
1.7178 -1.1212 0.8328
-0.3459 1.0190 -0.5196
0.1808 -0.5343 1.0681
-0.6357 -1.9240 -0.0301
1.6140 0.8403 -0.0118
1.3234 -0.2855 -0.1472

HOMO level = -8.50 eV
LUMO energy = 0.9 eV
frontier orbital gap = 9.402 eV
SMILES string = [H]/N=C(/N)N1CCCO1

---

Energy relative to the best compared isomer or geometry (same formula, charge and spin) in eV, matching the order above: 5.131, 5.425, 4.939, 3.383